No. 1
75
Properties=species:S:1:pos:R:3 method="wB97M-V/def2-TZVPD" e_above_lowest_kcal_mol=0.0 spin_multiplicity=5 e_homo_ev="-11.532 / -11.532" lumo_energy_ev="-3.861 / -4.481" homo_lumo_gap_ha="0.2819 / 0.2591" total_charge=+1
H 2.08 2.41 -5.67
O 3.34 4.64 1.22
H -2.20 -1.45 4.10
H -1.93 3.71 2.99
H 2.14 0.20 0.64
O -1.47 -0.51 -0.35
H -3.74 -2.01 3.24
C -3.10 -1.19 3.56
O -3.94 -1.39 -1.44
H -0.43 2.77 1.18
H -3.21 2.67 2.35
H 1.40 2.83 -3.31
H -2.03 1.58 4.02
C 2.48 3.63 -0.76
H 1.70 -1.49 0.45
O 1.98 -1.92 -2.01
H -2.93 -4.57 -1.01
H 1.30 -1.46 -2.52
O 3.71 2.40 -4.45
H -1.25 1.24 -0.01
H 4.00 -3.73 -2.79
N -0.61 -0.04 -1.18
H 1.92 2.72 -1.05
C -2.13 2.77 2.46
H 1.85 1.15 -2.92
Fe -3.24 -0.94 0.46
H 0.33 -0.33 2.33
H 3.74 2.67 0.70
H 3.36 4.53 2.17
H -4.09 -3.04 -2.70
H -4.09 -0.80 -2.19
H -2.09 -3.55 0.80
C -3.94 -0.29 4.40
O 0.22 1.42 -4.23
H 3.95 -1.31 0.72
H -2.42 -2.48 -2.38
H -3.55 1.10 5.76
O -0.53 -0.57 -2.30
O 0.05 0.92 -0.84
H -2.17 0.33 2.64
H -4.52 -0.92 5.09
C -3.38 -3.61 -0.77
C 2.49 1.84 -4.83
C 1.33 -0.74 2.43
O 3.43 -1.21 1.53
C 2.12 -0.76 1.16
H 1.00 -3.68 -2.58
H -0.12 0.77 -3.61
H 1.86 -0.12 3.17
C 1.48 1.81 -3.71
H 2.38 -4.99 -0.86
C 2.72 -4.09 -1.38
O 1.17 -2.05 2.99
O -2.02 1.71 0.33
O -2.65 -0.51 2.33
H 3.31 4.04 -2.49
C 1.53 -3.23 -1.73
H 3.34 -3.54 -0.65
C -1.52 2.81 1.10
H 0.82 -3.22 -0.87
H 4.13 1.84 -3.79
C 2.93 3.40 0.64
C -3.40 -2.67 -1.94
H 2.11 2.99 1.25
H -1.81 3.75 0.61
O -2.73 -2.97 0.36
O 3.60 3.85 -1.59
O 3.45 -4.47 -2.50
O -3.06 0.58 5.12
O -1.57 1.67 3.16
H 1.83 -2.63 2.59
H 2.59 0.82 -5.24
H -4.41 -3.84 -0.48
H 1.75 4.45 -0.76
H -4.67 0.28 3.82

---

No. 2
68
Properties=species:S:1:pos:R:3 method="wB97M-V/def2-TZVPD" e_homo_ev=-4.965 lumo_energy_ev=2.656 homo_lumo_gap_ha=0.2801 total_charge=-1
C 3.50 -1.94 -4.94
N -0.83 -2.80 3.99
H -1.26 -2.31 -0.62
C -1.91 -2.68 0.17
H -2.64 -1.26 3.02
H 2.75 2.17 -2.49
O 0.60 0.53 -2.17
H 4.15 -1.68 -4.11
H -3.90 -4.20 3.75
H -2.95 1.82 0.23
H 0.24 2.53 -2.63
H 0.34 4.27 2.52
H -3.19 2.46 2.58
C 2.09 -1.43 -4.69
C -2.74 0.89 0.76
H 1.44 -1.68 -5.52
H 2.34 -4.66 0.63
H 0.70 2.84 3.97
H -0.29 1.89 4.78
H -1.77 -4.10 2.57
N 0.74 0.23 -0.99
O 4.01 2.08 -4.87
O 0.89 -3.44 1.50
C -0.30 4.10 -1.66
O 1.00 -0.87 -0.61
H 3.90 -1.63 -5.90
O -1.69 -1.84 1.31
C -3.00 -3.83 4.25
O -0.09 3.39 -2.91
H -2.70 1.34 3.71
H 4.37 2.96 -2.55
H -1.57 3.47 4.16
C 3.31 3.06 -2.79
C -0.61 3.79 2.26
H 2.10 2.86 -4.56
H -1.13 -2.40 4.87
H -1.00 3.64 -0.97
H 3.46 1.29 -4.87
H -0.65 5.08 -1.98
O 2.17 -0.05 -4.42
C 3.13 3.09 -4.28
H 2.93 4.01 -2.43
H -3.32 -3.02 4.90
H 3.25 4.08 -4.73
H -1.55 -3.69 0.38
H 0.66 4.15 -1.14
H -0.44 3.22 1.35
H -2.22 0.27 0.03
H 0.79 -4.93 -0.04
N -0.01 2.13 3.84
C -1.98 -3.25 3.21
C -2.29 1.93 2.89
H -3.60 -2.35 2.06
C -2.57 -2.12 2.35
H -2.94 -2.75 -0.15
H -3.75 0.53 0.98
H -1.33 4.54 1.94
H 1.71 0.14 -3.59
O 0.52 1.06 -0.08
H 3.47 -3.03 -4.94
O -1.88 1.03 1.82
C -1.15 2.88 3.35
H 1.65 -3.40 -0.44
H -0.36 -3.61 4.37
C 1.43 -4.13 0.34
H -2.61 -4.63 4.88
H 0.97 -4.04 2.24
H 1.61 -1.99 -3.88

---

No. 3
73
Properties=species:S:1:pos:R:3 method="wB97M-V/def2-TZVPD" e_above_lowest_kcal_mol=335.5 e_homo_ev=-7.432 lumo_energy_ev=-4.999 homo_lumo_gap_ha=0.0894 total_charge=+2
C -8.84 0.60 21.20
H -1.77 8.19 20.78
H -9.28 7.70 18.12
H -10.65 -2.39 13.57
O -4.05 2.84 13.66
C 2.86 4.14 9.01
H -8.29 8.54 16.11
Rb -5.06 6.10 9.11
O 1.06 4.28 10.46
Rb -10.65 4.22 12.26
H -2.52 7.22 22.08
H -10.41 9.57 19.61
H 2.25 3.40 8.50
C -0.51 -3.08 10.16
Rb -3.74 -1.72 17.94
C -4.70 12.03 12.18
C -9.08 8.76 18.02
H -0.61 -1.00 10.63
O -0.59 -1.99 12.39
C -1.59 7.51 21.61
H -0.26 -2.98 9.11
O -6.32 2.57 14.82
Rb -0.73 6.82 15.72
H -4.98 12.58 13.07
O -3.86 10.95 12.49
H -1.56 -3.39 10.16
H 2.56 5.10 8.59
H -11.25 9.54 18.18
H 0.98 -1.73 11.05
H -10.06 10.70 18.38
C 2.44 3.99 10.48
H -8.45 -0.33 20.80
H -8.26 8.96 18.71
H -3.83 12.57 10.28
O -8.82 9.15 16.64
C -11.50 -1.87 15.52
H -11.33 -2.24 16.53
P -5.02 3.41 14.74
H -4.44 13.96 11.18
H -10.59 -3.61 14.76
H 2.54 3.03 10.99
H 3.09 4.63 11.07
H 3.88 3.78 9.11
H -8.41 2.75 21.44
Rb -6.54 0.32 10.33
C -8.17 1.90 20.80
O -4.32 3.34 16.14
H -9.91 0.62 21.00
H -0.43 7.36 23.40
O -9.12 -2.12 15.03
O -6.80 1.83 21.05
H -11.37 -0.79 15.54
H -1.72 5.90 20.73
H -0.99 9.04 23.16
H -5.69 11.71 11.88
H -3.01 13.17 11.70
H -0.12 -3.98 10.65
O -5.39 4.88 14.23
C -10.22 9.63 18.54
O -0.98 6.43 21.01
C -4.00 12.97 11.28
H -8.51 0.61 22.24
H -6.41 2.13 20.23
H -12.55 -1.97 15.25
C -10.45 -2.54 14.63
H -8.24 2.08 19.73
H 0.66 3.67 11.08
H 0.33 8.46 22.19
H -1.02 -1.14 12.52
C -0.60 8.15 22.67
C -0.10 -1.87 11.05
H -9.08 -1.16 14.99
H -4.49 10.24 12.62

---

No. 4
70
Properties=species:S:1:pos:R:3 method="wB97M-V/def2-TZVPD" e_above_lowest_kcal_mol=2.9 spin_multiplicity=2 e_homo_ev="-11.699 / -11.699" lumo_energy_ev="-2.888 / -9.279" homo_lumo_gap_ha="0.3238 / 0.0889" total_charge=+1
H -2.55 3.13 3.89
H -1.20 5.00 4.95
H 1.70 -0.33 -3.83
C -2.82 -3.55 -1.22
H 2.03 -2.58 3.88
H 1.91 -2.47 -2.20
H 4.05 -0.90 -2.42
H -1.37 0.71 0.97
H 0.66 -4.16 5.53
H 0.37 -2.23 3.86
H 3.45 4.50 0.71
C 0.80 -4.36 4.46
H -2.72 4.04 -4.68
O 1.71 -5.39 4.19
H 1.72 2.44 -1.12
C -0.12 -0.88 0.53
O 1.17 -0.80 1.14
H -3.62 -4.32 -2.74
H 2.12 2.37 1.51
H -1.38 2.01 4.32
H 1.73 -0.31 0.53
C -1.09 3.97 5.27
H -4.97 -3.04 -1.33
O -1.04 1.44 -3.41
O -1.63 0.20 -1.01
O 3.60 -3.53 -2.66
C -2.17 3.57 -3.86
H 0.71 3.87 4.69
O 2.44 -0.15 -3.25
H 2.66 0.40 -1.59
H -3.55 3.83 -2.54
C -4.01 -2.60 -1.06
O -2.59 3.73 -2.55
H 2.11 -5.26 3.33
H -0.20 1.77 -3.76
C 3.39 -1.19 -3.24
H -0.04 1.12 -0.15
C 2.79 2.76 0.74
O -3.74 -1.33 -1.77
O -2.75 -3.95 -2.56
H -1.77 1.93 -5.23
H 3.38 2.44 -1.38
O -0.77 3.44 2.97
H -3.02 1.57 -4.02
O 0.29 3.76 5.55
O 2.64 0.68 -0.68
H 3.97 -1.18 -4.17
H -0.19 -4.66 4.11
H -1.79 3.74 6.08
H 2.13 -2.86 -3.85
C 2.65 2.09 -0.66
C -0.82 0.39 0.09
H 3.79 2.54 1.13
H -1.15 3.95 -3.87
H -0.06 -1.54 -0.33
H -1.91 -3.08 -0.83
H -1.25 3.13 2.20
H -0.77 -1.47 1.18
C -1.49 3.07 4.12
H 3.74 -3.43 -1.71
C -2.05 2.05 -4.18
O 0.97 -3.37 2.25
H -1.37 0.77 -1.74
C 1.07 -3.04 3.65
H -4.04 -2.38 0.01
C 2.68 -2.52 -2.97
H 1.05 -2.52 1.81
O 2.55 4.17 0.72
H -3.00 -0.91 -1.33
H -3.01 -4.29 -0.44

---

Looking at electronic energy for the records above, in order, we have -85871.1336, -38091.6858, -50267.2091, -43849.9662 eV.